Entry from OMol25: a molecular structure, C39H45FMgN14O6S (ωB97M-V/def2-TZVPD).

Net charge: 0
Energy (hartree): -3429.38748

Last column: Mulliken charge in e.
Atoms and positions in Å:
Mg1 1.26783 -1.29798 -1.41029  2.68
S1 3.45927 -0.86200 -2.47847  -0.89
C1 2.68376 -0.13161 -3.85532  0.24
N1 3.10643 -0.20019 -5.08792  -0.51
N2 4.13753 -0.99126 -5.27933  0.34
C2 4.58434 -1.29660 -6.57066  0.42
C3 5.73654 -2.06578 -6.71109  -0.47
C4 6.20122 -2.39218 -7.97643  -0.44
C5 5.52787 -1.95461 -9.10895  -0.54
C6 4.37562 -1.19040 -8.95926  -0.47
C7 3.89602 -0.85942 -7.70157  -0.29
N3 1.53108 0.63704 -3.81049  -0.43
N4 0.81689 0.57296 -2.78163  0.28
C8 -0.34471 1.42636 -2.91711  -0.55
C9 -1.38233 1.29002 -1.99893  1.02
C10 -2.53497 2.06071 -2.10201  -0.66
C11 -2.66873 2.98795 -3.12427  -0.83
C12 -1.63686 3.12706 -4.04654  -0.63
C13 -0.48891 2.35605 -3.95114  -0.58
H1 4.49708 -1.49097 -4.47283  0.17
H2 6.26208 -2.40834 -5.82433  0.35
H3 7.09656 -2.99567 -8.07620  0.34
H4 5.89297 -2.21096 -10.09656  0.36
H5 3.83162 -0.85849 -9.83630  0.34
H6 2.98371 -0.29200 -7.56815  0.40
H7 -1.28743 0.53891 -1.22800  0.54
H8 -3.33910 1.91951 -1.38601  0.42
H9 -3.57100 3.58332 -3.21404  0.42
H10 -1.73529 3.83728 -4.86057  0.38
H11 0.30343 2.44593 -4.67875  0.45
N5 -0.04645 -3.27399 0.61602  1.09
C14 -0.22826 -4.45201 -0.26175  0.37
C15 -0.26248 -5.77341 0.50534  -0.94
C16 -0.57088 -5.67991 1.99913  -0.55
C17 -1.92025 -5.06578 2.37440  -0.99
N6 -2.25667 -3.79128 1.74408  -0.17
C18 -1.33285 -2.74917 1.70622  0.22
N7 -0.66393 -2.52157 2.94184  -0.55
N8 -1.85332 -1.57629 1.14937  -0.53
C19 0.95303 -4.44714 -1.33600  0.19
O1 1.39761 -5.55407 -1.62240  -0.81
O2 1.29185 -3.30832 -1.78082  -0.45
H12 0.10907 -2.51659 -0.04453  -1.05
H13 0.83911 -3.35055 1.11175  0.52
H14 -1.15068 -4.27286 -0.81532  0.02
H15 0.71608 -6.23348 0.38512  0.42
H16 -0.96606 -6.44868 0.01346  0.39
H17 0.24164 -5.13202 2.49503  0.18
H18 -0.54317 -6.68541 2.42593  0.51
H19 -1.96626 -4.93741 3.45971  0.29
H20 -2.72059 -5.75451 2.10612  0.50
H21 -2.76119 -3.87545 0.87649  0.39
H22 -0.18368 -3.33482 3.29520  0.43
H23 -0.01812 -1.74510 2.87516  0.11
H24 -2.35670 -1.73170 0.27573  0.36
H25 -1.13692 -0.88239 0.98192  -0.22
C20 1.82123 0.89213 6.23130  -1.05
C21 2.42915 1.74273 5.12397  -1.16
N9 1.91289 1.38950 3.79434  0.28
C22 2.50633 0.37458 3.11753  -0.21
C23 2.11877 -0.09145 1.90489  -0.50
C24 2.80524 -1.34743 1.37016  -0.34
O3 3.70741 -1.80794 2.06981  -0.83
O4 2.30534 -1.79279 0.29479  -0.87
C25 1.01982 0.53274 1.23852  0.25
O5 0.54532 0.18093 0.15565  0.33
C26 0.38869 1.65382 1.96298  0.60
C27 -0.67665 2.32479 1.36468  -0.57
C28 -1.37031 3.24653 2.08512  -0.02
F1 -2.37378 3.94020 1.50964  -0.40
C29 -1.07896 3.50881 3.42615  -1.30
C30 0.01477 2.90803 3.99727  -0.85
C31 0.79343 1.99841 3.25977  0.89
N10 -1.90875 4.37246 4.22096  0.37
C32 -3.33349 4.04921 4.18391  -0.44
C33 -4.03565 4.78359 5.30592  -0.91
N11 -3.81238 6.26302 5.08997  -0.14
C34 -2.33923 6.59511 5.09637  -0.86
C35 -1.66875 5.79631 3.99795  -0.42
H26 2.22252 1.18931 7.20210  0.40
H27 2.05703 -0.16216 6.07091  0.34
H28 0.73298 0.99456 6.25652  0.30
H29 3.50661 1.60968 5.09393  0.50
H30 2.24839 2.80115 5.29636  0.49
H31 3.35265 -0.10655 3.59842  0.63
H32 -0.93130 2.11234 0.32908  0.51
H33 0.22315 3.12541 5.03899  0.47
H34 -3.46242 2.97782 4.32439  0.49
H35 -3.80850 4.31650 3.23030  0.38
H36 -3.60914 4.52961 6.27234  0.35
H37 -5.10549 4.59501 5.31019  0.44
H38 -4.31277 6.81583 5.78009  0.35
H39 -4.18878 6.50406 4.17308  0.39
H40 -1.95196 6.30265 6.06831  0.36
H41 -2.22594 7.66690 4.95803  0.42
H42 -0.59901 5.99234 4.03222  0.47
H43 -2.03722 6.13356 3.01533  0.31
N12 -2.92832 -2.08765 -1.68026  -0.31
C36 -1.79262 -1.70557 -2.49927  0.32
O6 -0.69194 -1.64698 -1.90916  -0.41
C37 -2.06618 -1.46312 -3.84539  0.94
C38 -3.42182 -1.57635 -4.29660  -0.69
N13 -4.53211 -1.67507 -4.60145  -0.67
C39 -1.08645 -1.15940 -4.84467  -0.07
N14 -0.37077 -0.96757 -5.72755  -0.60
H44 -3.01681 -3.09896 -1.73486  0.20
H45 -3.78668 -1.72134 -2.07706  0.26

Forces on the atoms, in the same order (eV/Å):
0.70 0.15 -0.60
-0.33 0.16 -0.07
0.29 0.16 0.04
-0.28 -0.02 0.15
0.40 -0.08 -0.64
-0.16 0.11 0.33
0.12 -0.09 -0.03
0.00 0.00 0.08
-0.02 0.03 -0.03
0.01 -0.01 0.02
-0.05 0.01 0.00
-0.16 0.13 0.11
0.02 0.32 -0.46
-0.12 -0.05 0.05
0.03 -0.04 0.07
0.06 -0.02 0.05
0.03 0.00 -0.01
0.00 0.00 0.01
0.10 -0.04 0.08
0.09 -0.12 0.12
-0.04 0.03 -0.08
-0.04 0.03 0.02
-0.03 0.01 0.05
0.02 0.00 0.04
0.07 -0.02 -0.04
-0.03 0.11 0.00
0.04 -0.01 -0.03
0.06 -0.04 0.00
0.03 -0.05 0.04
0.01 0.00 -0.03
-0.20 -0.17 -0.01
0.36 -0.05 -0.06
-0.09 -0.02 0.18
0.02 0.15 -0.07
0.08 0.12 -0.03
-0.07 0.05 0.12
0.48 -0.22 -0.11
-0.33 0.13 -0.14
-0.06 -0.03 0.29
0.17 0.11 -0.21
-0.16 0.34 -0.06
-0.30 -0.55 0.52
-0.31 -0.06 0.25
0.13 0.00 0.02
-0.06 -0.01 -0.03
0.01 -0.07 -0.07
-0.01 0.02 0.02
-0.03 -0.10 -0.02
0.05 0.02 0.03
-0.06 -0.01 0.00
-0.03 -0.01 0.00
-0.02 -0.02 -0.04
0.06 -0.05 -0.02
0.04 0.01 0.00
0.01 -0.05 -0.13
0.08 0.06 -0.10
-0.06 -0.03 -0.06
-0.16 -0.14 -0.02
0.06 0.03 0.17
0.06 0.14 0.12
-0.09 -0.08 0.02
-0.03 0.12 -0.09
-0.21 -0.08 -0.22
0.30 -0.27 0.62
0.24 0.21 0.19
-0.41 -0.11 -0.44
0.11 -0.13 0.14
-0.11 -0.02 -0.28
0.13 0.00 0.03
-0.25 0.14 -0.10
-0.16 0.05 -0.03
0.19 -0.04 0.24
0.01 -0.01 0.06
0.00 0.19 -0.02
0.21 0.09 0.04
0.07 -0.02 -0.07
0.22 -0.20 0.05
0.01 -0.09 -0.05
-0.14 -0.21 -0.06
-0.02 -0.02 -0.05
-0.02 0.07 0.03
0.07 -0.01 0.01
0.09 -0.02 -0.04
0.04 0.05 -0.04
-0.04 0.01 -0.03
0.01 0.00 0.13
-0.03 -0.06 -0.12
0.00 -0.03 0.01
0.00 -0.03 -0.06
0.02 0.07 0.07
-0.07 0.06 -0.02
-0.06 0.06 0.12
-0.10 0.09 -0.10
-0.05 0.01 0.10
-0.06 0.05 -0.04
0.03 -0.01 -0.01
0.02 -0.01 -0.02
0.07 0.05 0.17
-0.07 -0.13 0.05
-0.44 0.05 -0.06
-0.12 0.09 -0.30
0.29 -0.01 0.04
0.12 0.03 0.05
-0.15 -0.14 0.18
-0.04 0.06 0.14
0.01 -0.04 0.05
-0.05 -0.04 -0.06